{"formula": "C44H77Cl3N2O25PSi", "method": "ωB97M-V/def2-TZVPD", "homo_ev": -5.391, "largest_force_ha_per_bohr": 0.0516, "total_charge": -1, "homo_lumo_gap_ev": 6.78, "elements": ["C", "C", "C", "H", "C", "C", "H", "C", "O", "H", "H", "O", "H", "H", "O", "O", "H", "H", "H", "H", "C", "C", "O", "H", "C", "H", "C", "H", "C", "C", "Cl", "C", "H", "C", "H", "C", "O", "C", "H", "H", "H", "C", "Cl", "H", "O", "O", "H", "O", "H", "H", "H", "N", "H", "H", "H", "H", "C", "H", "C", "C", "H", "H", "H", "H", "H", "C", "C", "H", "C", "H", "H", "C", "H", "O", "H", "C", "H", "C", "H", "O", "C", "C", "C", "H", "H", "H", "H", "C", "C", "H", "Si", "H", "O", "C", "H", "H", "O", "H", "H", "O", "O", "H", "H", "H", "O", "H", "H", "O", "C", "H", "H", "C", "H", "C", "O", "O", "H", "H", "H", "C", "O", "H", "C", "H", "H", "C", "C", "H", "C", "O", "C", "O", "H", "H", "H", "H", "H", "H", "H", "O", "H", "O", "H", "C", "C", "H", "Cl", "H", "H", "N", "C", "O", "P"], "xyz": [[3.236, -1.019, 0.938], [2.054, 1.535, 5.194], [-8.365, -3.669, -6.229], [-0.897, -0.648, 1.210], [-11.251, 1.310, -2.057], [2.651, 4.230, -1.345], [7.448, 5.049, -0.809], [-5.940, -1.235, 0.536], [0.724, 1.684, 7.956], [1.142, -1.105, 1.471], [3.349, -0.012, -3.350], [-0.344, -6.971, -0.326], [-11.414, 2.151, -2.729], [2.681, 0.605, 5.140], [2.211, 1.890, -0.007], [-9.884, 0.616, -0.357], [-6.435, 1.664, 1.733], [-6.322, -1.719, -0.394], [2.552, -3.503, 2.853], [1.510, 1.462, -4.052], [9.285, 6.748, -2.055], [-10.693, 1.731, -0.726], [-3.395, 0.188, -0.334], [-2.555, 1.795, 0.794], [-1.924, -12.095, 0.075], [-2.881, 0.261, 1.688], [6.033, -1.190, -3.734], [3.412, -3.160, -1.173], [2.628, 4.029, 1.876], [-2.529, 0.682, 0.700], [1.290, -1.178, -3.046], [-1.025, 0.234, 0.520], [1.350, -0.828, -0.292], [-5.326, 1.580, 1.573], [2.293, 6.863, -1.681], [0.791, 2.155, -2.121], [-10.238, 0.443, -2.562], [-9.008, -2.716, -4.302], [-9.631, -3.428, -3.753], [1.270, 5.358, 0.870], [-10.059, 2.618, -0.799], [1.943, 1.601, -3.016], [4.305, 3.400, -1.196], [3.578, 4.209, 3.493], [8.226, 6.753, -2.901], [-1.627, -10.802, -0.207], [-6.849, -0.926, 1.125], [-9.293, -2.835, -5.695], [5.770, -1.222, -4.795], [0.626, 0.149, 4.272], [0.245, 5.356, -1.057], [2.646, 4.430, 3.113], [2.103, -2.913, 0.693], [-0.943, 4.164, -0.905], [7.645, -2.580, -4.152], [0.171, 1.281, -1.782], [3.509, -3.271, 2.321], [-0.197, 5.406, 8.109], [-5.898, 1.285, -1.412], [0.945, -7.165, 0.048], [-5.696, 2.377, -1.265], [-12.183, 0.746, -1.962], [4.119, -4.196, 2.157], [3.562, 3.564, 1.487], [0.099, 2.737, -2.783], [0.643, 1.235, 4.552], [1.550, 1.012, 0.924], [1.168, -6.201, -2.556], [3.162, -2.611, 0.927], [-9.222, -1.711, -3.945], [1.887, 1.875, 6.241], [7.387, -1.781, -3.458], [-1.119, -5.857, -1.906], [-1.128, -12.579, 1.063], [2.573, 2.303, 4.575], [-0.507, 1.544, 2.532], [0.970, 4.333, 10.727], [7.520, 0.458, -3.416], [8.120, 4.896, -3.788], [1.182, 3.888, 7.966], [0.610, 2.758, 8.451], [1.741, -0.529, 0.712], [8.155, 4.856, -1.621], [-4.888, 2.599, 1.458], [-5.313, -1.919, 1.152], [-1.297, -9.826, 1.578], [2.845, 2.236, -3.170], [2.080, 6.444, -2.691], [0.633, 4.988, 8.685], [0.006, -9.652, 0.387], [-5.053, 0.416, 0.088], [3.914, -0.693, 0.116], [-2.774, -12.724, -0.472], [1.317, 4.241, 1.030], [7.480, -2.154, -2.435], [-0.976, 0.607, 2.928], [-8.414, -4.110, -7.333], [-6.907, -2.180, -4.368], [6.612, 5.440, -3.022], [6.197, 0.170, -3.341], [10.052, 7.652, -1.930], [-11.469, 1.910, 0.016], [1.382, 5.763, 8.840], [5.241, -1.668, -3.159], [9.361, 5.580, -1.369], [-6.997, 1.112, -1.351], [-0.664, -4.940, -0.456], [1.297, -7.981, 0.844], [4.033, -3.242, -0.237], [0.785, -11.897, 0.723], [-0.700, 4.835, 10.390], [2.485, 0.164, -2.650], [4.108, -2.606, 2.989], [7.697, 5.426, -2.930], [8.257, -0.664, -3.622], [1.780, -6.315, -0.596], [1.485, 4.448, -3.322], [0.158, -11.571, 2.352], [0.483, 4.051, 1.754], [1.020, -5.667, -1.613], [0.490, 2.080, 3.402], [1.010, 6.674, -2.950], [0.182, 4.352, 9.970], [2.178, 1.196, 1.845], [2.710, 6.946, -3.462], [-7.547, -3.054, -4.229], [-9.544, -0.033, -1.498], [5.019, -2.736, -0.379], [2.344, 4.871, -2.766], [7.978, 1.552, -3.315], [-0.102, -11.615, 1.296], [-0.228, 2.470, 0.172], [-5.419, 0.880, -2.332], [-1.332, 2.317, 2.489], [-7.277, -3.546, -3.296], [-4.915, 1.176, 2.540], [3.582, -0.694, 1.952], [1.340, -4.633, -1.737], [8.346, 3.785, -1.675], [-7.375, -3.936, -5.339], [2.908, 0.091, -1.627], [-0.111, 3.015, 9.575], [-0.791, -0.149, -0.501], [-0.387, -5.775, -1.104], [-0.726, -10.341, 0.801], [2.789, 5.109, -0.659], [3.881, 4.729, -3.804], [4.201, -4.340, -0.089], [-0.199, 1.437, 5.266], [-0.019, 4.391, -1.250], [-0.007, 1.372, 1.018], [-8.739, -0.907, -1.558], [1.215, 3.208, -0.582]], "mulliken_charge": [-0.472, -0.597, 0.598, 0.514, -0.369, -0.780, 0.228, -0.795, -0.509, 0.797, 0.131, -0.334, 0.286, 0.246, -0.374, -0.321, 0.375, 0.101, 0.338, 0.431, 0.625, -0.378, -0.544, 0.151, 0.642, 0.240, -0.046, 0.065, -0.020, -0.554, -0.236, -0.761, -0.365, -1.107, 0.275, -0.660, -0.305, 0.163, 0.224, 0.781, 0.268, -0.649, 0.029, 0.311, -0.359, -0.313, 0.270, -0.354, 0.286, 0.263, 0.280, -0.816, -0.124, 0.172, 0.317, -0.190, -1.455, 0.268, -0.612, 0.724, 0.302, 0.280, 0.354, 0.273, 0.797, -0.224, 0.894, 0.295, 1.171, -0.061, 0.140, -0.360, 0.312, -0.321, 0.005, -1.619, 0.263, 0.537, 0.188, -0.264, 0.627, -1.428, -0.093, 0.337, 0.319, 0.235, 0.035, -1.277, -0.305, -0.113, 0.590, 0.136, -0.541, -0.873, 0.248, 0.421, -0.529, 0.273, -0.005, -0.140, -0.552, 0.302, 0.269, 0.032, -0.364, -0.169, 0.258, -0.573, -1.314, 0.285, 0.289, 0.699, 0.314, 0.136, -0.351, -0.323, 0.256, 0.293, 0.164, 0.044, -0.120, 0.317, -0.347, -0.410, 0.400, -0.230, 0.657, 0.369, 0.754, -0.525, -0.358, -0.569, 0.313, 0.134, 0.264, 0.326, 0.271, -0.022, 0.200, -0.353, -0.517, -0.353, 0.177, -0.349, 0.155, 0.600, -0.220, 0.433, 0.310, -0.886, 1.666, -0.393, 0.732]}